Record 1
Formula: C10H18CuN4OSbSe4
Source: the OMol25 dataset
Level of theory: wB97M-V/def2-TZVPD

Output
Energy above the lowest of the compared OMol25 structures with the same formula, charge and spin (eV): 0.329
LUMO level (eV): 4.55
Gap between HOMO and LUMO (eV): 4.877
Charge: -2
Multiplicity: 1
F_max (eV Å⁻¹): 2.3
Highest occupied orbital energy (hartree): -0.0122

Positions of all 39 atoms, in Å:
Cu  0.29432  0.44332  0.31462
Se  1.84720  -3.94137  2.74851
Sb  2.39112  -1.52812  2.70907
Se  3.52275  -1.41324  0.35799
Se  0.05426  -0.39487  2.47761
Se  4.94432  0.48964  0.39364
N  2.82375  1.53961  -1.09514
C  2.08446  2.57320  -0.64211
C  2.62255  3.88674  -0.61646
C  1.84053  4.91678  -0.19034
C  0.52431  4.67273  0.22604
C  0.09925  3.36476  0.21872
N  0.84032  2.32667  -0.19060
H  3.81166  1.56475  -0.80872
H  2.46012  0.62076  -0.87911
H  3.65282  4.03358  -0.92464
H  2.24588  5.92268  -0.16587
H  -0.12383  5.45984  0.58536
H  -0.88184  3.09930  0.60267
C  -1.16958  -3.36265  0.70133
N  -0.88426  -2.61649  -0.54054
C  0.41696  -2.96333  -1.12257
C  -1.28836  -1.33181  -0.72717
O  -0.57048  -0.50261  -1.32459
N  -2.58073  -1.00377  -0.37047
C  -2.97064  0.38013  -0.24232
C  -3.61915  -1.96736  -0.08453
H  -0.22604  -3.58258  1.21003
H  -1.69272  -4.30375  0.47425
H  -1.74286  -2.75683  1.39066
H  0.48238  -4.05243  -1.16118
H  1.23823  -2.59629  -0.50603
H  0.50524  -2.54520  -2.11971
H  -2.15466  1.02608  -0.54229
H  -3.24125  0.60696  0.79474
H  -3.83265  0.58631  -0.88548
H  -3.37159  -2.93616  -0.50346
H  -4.54910  -1.62469  -0.54966
H  -3.80270  -2.09027  0.98770

Cartesian forces (eV/Å) of the 3 atoms listed first:
0.299 0.083 0.469
0.110 -0.086 -0.018
-0.081 0.147 0.252

Record 2
Formula: C20H16N5S2Sn
Source: the OMol25 dataset
Level of theory: wB97M-V/def2-TZVPD

Output
LUMO level (eV): -3.35
Gap between HOMO and LUMO (eV): 7.754
Charge: +1
Multiplicity: 1
F_max (eV Å⁻¹): 0.4
Highest occupied orbital energy (hartree): -0.4082

Positions of all 44 atoms, in Å:
Sn  1.24985  -0.41219  1.47799
N  4.63282  1.86043  -0.36804
C  3.43556  1.30998  -0.11744
S  3.47270  -0.39573  0.32318
N  2.38131  2.06674  -0.25514
N  1.22198  1.41910  0.04593
C  0.11225  1.88937  -0.38652
C  -0.01356  3.14991  -1.16070
C  0.35832  4.36497  -0.59600
C  0.23414  5.53383  -1.32982
C  -0.24249  5.49114  -2.63375
C  -0.60718  4.27833  -3.20243
C  -0.50315  3.10902  -2.46373
C  -1.07366  1.02421  -0.15228
C  -2.36615  1.48996  -0.33307
C  -3.42432  0.60861  -0.18123
C  -3.16405  -0.71299  0.14038
C  -1.84998  -1.09497  0.33854
N  -0.82653  -0.24880  0.20274
H  5.47172  1.31390  -0.30954
H  4.67975  2.82619  -0.64683
H  0.74523  4.39193  0.41492
H  0.51366  6.47963  -0.88472
H  -0.32869  6.40460  -3.20797
H  -0.97612  4.24249  -4.21908
H  -0.78979  2.16007  -2.90381
H  -2.52843  2.52728  -0.59091
H  -4.44145  0.95063  -0.31943
H  -3.95883  -1.43862  0.24145
H  -1.60119  -2.11362  0.61024
S  1.65758  -4.97866  -0.29057
C  1.83948  -3.29152  -0.11545
N  1.10344  -2.72812  0.79413
C  0.30572  -3.67159  1.45181
C  -0.58715  -3.42028  2.49844
C  -1.29295  -4.48040  3.02494
C  -1.12319  -5.78315  2.53055
C  -0.23944  -6.04512  1.50672
C  0.47539  -4.97239  0.97428
H  2.53279  -2.73289  -0.73420
H  -0.70952  -2.41874  2.89097
H  -1.98403  -4.30662  3.83935
H  -1.69135  -6.59524  2.96425
H  -0.10050  -7.05068  1.13181

Cartesian forces (eV/Å) of the 3 atoms listed first:
-0.232 0.115 0.271
-0.065 -0.015 0.007
0.180 -0.034 -0.018